# 1
{"formula": "C38H41CaN8O10S2", "method": "the ωB97M-V functional and the def2-TZVPD basis", "lumo_energy_ev": -3.34, "total_charge": 1, "orbital_gap_ev": 7.60, "symbols": ["Ca", "S", "S", "O", "O", "O", "O", "O", "O", "O", "O", "O", "O", "N", "N", "N", "N", "N", "N", "N", "N", "C", "C", "C", "C", "C", "C", "C", "C", "C", "C", "C", "C", "C", "C", "C", "C", "C", "C", "C", "C", "C", "C", "C", "C", "C", "C", "C", "C", "C", "C", "C", "C", "C", "C", "C", "C", "C", "C", "H", "H", "H", "H", "H", "H", "H", "H", "H", "H", "H", "H", "H", "H", "H", "H", "H", "H", "H", "H", "H", "H", "H", "H", "H", "H", "H", "H", "H", "H", "H", "H", "H", "H", "H", "H", "H", "H", "H", "H", "H"], "positions_angstrom": [[-1.345, -0.706, 2.119], [0.378, -2.194, -1.728], [-1.990, 0.009, -1.124], [1.895, 6.279, 4.720], [-0.794, -1.660, 3.924], [1.154, 6.400, 6.737], [-2.797, 1.691, 1.675], [1.746, 1.759, 2.355], [-0.291, 0.943, 2.739], [1.091, -1.885, 5.124], [-2.587, -2.746, 1.935], [-2.822, 3.058, 3.411], [-3.581, -3.971, 3.523], [-0.710, -2.189, -4.133], [1.348, 5.810, 5.696], [-1.959, 0.251, -3.749], [-3.337, -0.467, 3.127], [3.356, -0.300, 0.789], [1.659, 0.475, -0.557], [2.917, -1.334, -1.246], [0.430, -2.075, 1.588], [-3.481, 0.708, 3.730], [-4.016, 0.789, 5.003], [2.645, -0.392, -0.330], [-0.058, 1.836, 5.406], [0.865, 4.406, 5.598], [3.213, -1.533, -5.679], [0.713, 1.675, 3.033], [2.001, -1.794, -5.047], [-0.315, 4.319, -3.562], [0.592, 2.428, 4.324], [-2.150, 3.261, -5.356], [1.315, -1.775, 2.746], [0.489, -1.791, 4.072], [3.161, -3.717, -6.672], [-0.460, 4.888, -4.824], [3.447, -2.692, 1.656], [-2.008, 2.686, -4.100], [-4.403, -0.388, 5.632], [1.364, -3.017, -5.218], [2.545, -2.646, 2.888], [-3.644, -1.599, 3.751], [0.067, -3.365, -4.519], [1.952, -3.974, -6.040], [-3.210, -2.826, 2.975], [-2.801, 1.466, -3.703], [-1.433, -0.097, -5.068], [-0.228, 2.543, 6.588], [-1.380, 4.361, -5.719], [-1.562, -0.415, -2.663], [4.201, -1.406, 1.289], [3.798, -2.496, -6.490], [1.079, 3.720, 4.421], [-1.086, 3.224, -3.202], [-0.635, -1.641, -2.921], [-1.490, -1.584, -5.219], [-3.000, 1.868, 2.844], [-4.217, -1.612, 5.007], [0.222, 3.854, 6.686], [3.099, -2.272, 3.752], [-1.502, 4.807, -6.698], [0.259, -3.949, -3.624], [2.247, -3.666, 3.148], [4.744, -1.015, 2.146], [3.059, 0.441, 1.427], [3.595, -2.045, -1.048], [0.092, 4.438, 7.585], [-2.039, 0.398, -5.823], [1.462, -4.932, -6.186], [4.199, -3.465, 1.828], [-0.997, 2.792, -2.210], [-4.484, -2.544, 5.486], [0.904, -2.025, 0.691], [4.959, -1.624, 0.535], [-2.926, 3.026, 4.371], [-3.236, -4.692, 2.973], [0.084, -3.028, 1.669], [1.545, -1.028, -4.429], [1.633, -0.737, 2.656], [-0.407, 0.261, -5.183], [-2.879, 2.860, -6.053], [1.050, 0.364, -1.350], [-2.520, -1.948, -5.199], [0.135, 5.749, -5.102], [3.700, -0.575, -5.538], [-4.146, 1.736, 5.511], [-3.640, 1.305, -4.381], [-4.833, -0.350, 6.624], [4.742, -2.295, -6.984], [3.601, -4.469, -7.315], [-1.033, -1.881, -6.161], [-0.398, 0.809, 5.321], [-0.697, 2.072, 7.442], [1.606, 4.184, 3.599], [2.878, -3.023, 0.780], [2.223, -1.557, -1.945], [0.390, 4.740, -2.855], [-0.558, -3.957, -5.188], [1.413, 1.113, 0.178], [-3.180, 1.563, -2.694]], "lowdin_charge": [1.34, 0.82, 0.76, 0.08, -0.21, 0.08, 0.08, 0.02, -0.22, 0.06, 0.02, 0.17, 0.17, -0.11, -0.35, -0.10, 0.04, 0.11, 0.22, 0.14, -0.03, -0.15, 0.03, -0.47, 0.00, -0.13, -0.07, -0.56, -0.05, -0.07, -0.11, -0.05, -0.29, -0.61, -0.07, -0.08, -0.18, -0.22, 0.01, -0.21, -0.14, -0.17, -0.12, -0.04, -0.45, -0.11, -0.11, -0.05, -0.07, -0.70, -0.14, -0.08, 0.07, -0.03, -0.64, -0.09, -0.47, 0.05, 0.00, 0.13, 0.11, 0.10, 0.13, 0.13, 0.12, 0.11, 0.12, 0.13, 0.12, 0.12, 0.10, 0.13, -0.01, 0.12, 0.11, 0.15, 0.10, 0.09, 0.11, 0.14, 0.11, 0.07, 0.15, 0.11, 0.11, 0.13, 0.13, 0.13, 0.11, 0.11, 0.14, 0.12, 0.11, 0.13, 0.09, -0.05, 0.11, 0.14, 0.10, 0.08]}

# 2
{"formula": "C38H41ClN4O4OsP", "method": "the ωB97M-V functional and the def2-TZVPD basis", "lumo_energy_ev": [-2.40, -5.48], "total_charge": 1, "orbital_gap_ev": [6.85, 5.83], "spin_multiplicity": 5, "symbols": ["Os", "Cl", "P", "O", "O", "O", "O", "N", "N", "N", "N", "C", "C", "C", "C", "C", "C", "C", "C", "C", "C", "C", "C", "C", "C", "C", "C", "C", "C", "C", "C", "C", "C", "C", "C", "C", "C", "C", "C", "C", "C", "C", "C", "C", "C", "C", "C", "C", "C", "H", "H", "H", "H", "H", "H", "H", "H", "H", "H", "H", "H", "H", "H", "H", "H", "H", "H", "H", "H", "H", "H", "H", "H", "H", "H", "H", "H", "H", "H", "H", "H", "H", "H", "H", "H", "H", "H", "H", "H", "H"], "positions_angstrom": [[0.454, -0.687, -0.203], [1.055, -3.083, -1.691], [-0.246, -0.298, 1.975], [0.098, -3.855, -2.383], [0.582, -2.854, -0.261], [2.345, -3.670, -1.669], [1.105, -1.692, -2.205], [2.465, -0.536, 0.062], [7.570, 6.387, -2.552], [-1.583, -0.883, -0.519], [0.421, 1.278, -0.584], [3.271, 0.481, -0.297], [-0.401, 3.326, -1.203], [4.660, 0.072, -0.094], [2.836, 1.726, -0.800], [4.564, 3.437, -0.202], [-3.088, -3.074, -3.826], [-3.621, -3.860, -4.993], [1.405, -2.012, 3.417], [-1.126, 0.111, -3.274], [-2.104, -1.608, -1.640], [-4.717, 0.201, 1.113], [-2.911, 0.398, 2.669], [0.033, 2.524, 2.314], [-3.310, -3.499, -2.521], [-2.357, -1.912, -4.008], [5.522, 4.374, -0.548], [6.781, 5.605, -2.259], [5.095, 3.930, -2.882], [4.647, -1.217, 0.381], [-3.858, -0.279, 0.150], [1.488, 2.068, -0.914], [-4.268, 0.545, 2.395], [0.277, 1.154, 4.377], [-0.727, 2.062, -0.738], [-2.022, -0.069, 1.712], [0.488, 1.169, 2.855], [-2.837, -2.800, -1.427], [-0.069, -1.669, 3.187], [-2.490, -0.437, 0.436], [-1.855, -1.165, -2.948], [-3.017, -3.412, -0.062], [4.144, 2.989, -2.523], [3.865, 2.735, -1.183], [0.974, 3.364, -1.319], [-0.859, -2.914, 2.803], [5.787, 4.623, -1.893], [-5.224, 1.076, 3.426], [3.311, -1.586, 0.470], [-1.697, 1.672, -0.484], [-2.057, -3.481, 0.444], [-1.098, 4.121, -1.417], [6.063, 4.920, 0.214], [-3.415, -4.420, -0.162], [3.611, 2.442, -3.292], [-3.344, -4.912, -4.911], [0.768, 2.035, 4.792], [-0.483, -3.352, 1.880], [4.351, 3.244, 0.844], [5.519, 0.690, -0.306], [-0.778, 1.226, 4.642], [1.483, -2.742, 4.224], [-5.594, 2.060, 3.130], [0.319, 2.688, 1.282], [-0.075, 0.075, -2.987], [1.559, 1.061, 2.649], [1.585, 4.196, -1.633], [0.698, 0.287, 4.876], [-1.922, -2.703, 2.691], [-5.768, 0.317, 0.873], [1.832, -2.468, 2.523], [-0.748, -3.661, 3.591], [-0.506, -1.257, 4.099], [0.502, 3.309, 2.910], [-1.582, 0.970, -2.783], [-4.712, -3.814, -5.017], [2.902, -2.545, 0.744], [-3.698, -2.849, 0.578], [-1.049, 2.647, 2.400], [-3.245, -3.475, -5.939], [2.021, -1.153, 3.679], [5.494, -1.837, 0.625], [-3.845, -4.427, -2.351], [-4.226, -0.532, -0.836], [5.311, 4.127, -3.923], [-6.092, 0.423, 3.529], [-1.166, 0.291, -4.347], [-2.554, 0.647, 3.661], [-4.749, 1.173, 4.401], [-2.169, -1.560, -5.017]], "lowdin_charge": [1.36, 0.75, 1.01, -0.22, -0.48, -0.24, -0.40, -0.11, 0.17, -0.04, -0.15, -0.20, -0.05, 0.04, -0.09, -0.02, -0.24, -0.03, -0.09, -0.03, -0.21, 0.00, -0.02, -0.08, 0.00, 0.01, -0.01, -0.17, -0.01, -0.04, 0.01, -0.22, -0.24, -0.09, -0.14, -0.27, -0.48, -0.20, -0.51, -0.32, -0.19, -0.01, -0.01, -0.21, 0.04, -0.09, -0.22, -0.03, -0.09, 0.11, 0.06, 0.12, 0.12, 0.09, 0.13, 0.09, 0.09, 0.06, 0.12, 0.12, 0.07, 0.10, 0.09, 0.04, 0.05, 0.11, 0.12, 0.07, 0.07, 0.13, 0.05, 0.10, 0.10, 0.09, 0.07, 0.09, 0.10, 0.08, 0.09, 0.08, 0.07, 0.12, 0.13, 0.13, 0.13, 0.09, 0.09, 0.11, 0.08, 0.12]}